(1)
This record from OMol25 describes one molecule with the formula C4H5NO. The level of theory is ωB97M-V with the def2-TZVPD basis set.

Cartesian coordinates (Å):
H  -0.258  0.621  -1.467
H  -3.012  0.101  -0.135
H  1.683  -1.387  0.245
H  2.500  0.198  0.172
N  -1.735  0.476  1.485
C  -0.811  0.093  -0.585
C  1.740  -0.429  -0.284
H  2.023  -0.647  -1.324
C  -1.997  0.253  0.201
C  0.405  0.183  -0.165
O  -0.539  0.539  1.855

The value obtained for the relative energy (zero: lowest compared OMol25 entry of this formula, charge and spin) is 5.928 eV. Its spin multiplicity is 1. The charge is 0. Its calculated total energy is -7760.598 eV. The LUMO energy comes out at 0.2 eV. As for the largest force on an atom: 0.042 Eh/bohr.



(2)
This record from OMol25 describes one molecule with the formula C4H5NO. The level of theory is ωB97M-V with the def2-TZVPD basis set.

Cartesian coordinates (Å):
N  1.128  0.492  1.011
C  -1.766  -0.329  0.869
H  -0.471  -0.683  -1.602
H  0.590  -0.032  1.707
H  -2.176  0.257  0.005
O  -0.980  -1.281  0.350
H  2.102  -0.301  -0.849
C  0.264  0.856  -0.101
H  0.266  1.815  -0.607
C  -0.180  -0.543  -0.560
C  1.224  -0.252  -0.223

The value obtained for the relative energy (zero: lowest compared OMol25 entry of this formula, charge and spin) is 6.880 eV. Its spin multiplicity is 1. The charge is 0. Its calculated total energy is -7759.647 eV. The LUMO energy comes out at 0.2 eV. As for the largest force on an atom: 0.031 Eh/bohr.



(3)
This record from OMol25 describes C4H5NO as an isolated structure. The level of theory is ωB97M-V with the def2-TZVPD basis set.

Cartesian coordinates (Å):
C  -1.912  -0.285  -0.008
H  0.852  1.359  0.942
O  0.373  -1.295  0.199
C  1.131  -0.345  -0.556
N  -3.031  -0.241  -0.345
C  0.396  0.824  0.112
H  -0.559  -0.340  1.682
H  -0.067  1.476  -0.565
H  2.323  -0.328  -0.417
C  -0.503  -0.309  0.610
H  0.996  -0.515  -1.654

The value obtained for the relative energy (zero: lowest compared OMol25 entry of this formula, charge and spin) is 2.145 eV. Its spin multiplicity is 1. The charge is 0. Its calculated total energy is -7764.381 eV. The LUMO energy comes out at 0.8 eV. As for the largest force on an atom: 0.069 Eh/bohr.



(4)
This record from OMol25 describes C4H5NO as an isolated structure. The level of theory is ωB97M-V with the def2-TZVPD basis set.

Cartesian coordinates (Å):
C  1.852  0.168  -0.048
H  1.209  0.372  -1.302
H  -2.110  1.004  0.457
H  2.845  0.576  -0.163
N  1.681  -1.015  0.471
H  -2.254  -0.296  -0.740
H  -2.093  -0.702  0.985
C  0.679  0.916  -0.425
O  0.299  -1.112  0.537
C  -1.778  -0.006  0.202
C  -0.277  -0.036  0.043

The value obtained for the relative energy (zero: lowest compared OMol25 entry of this formula, charge and spin) is 4.738 eV. Its spin multiplicity is 1. The charge is 0. Its calculated total energy is -7761.789 eV. The LUMO energy comes out at 0.5 eV. As for the largest force on an atom: 0.045 Eh/bohr.



(5)
This record from OMol25 describes one molecule with the formula C4H5NO. The level of theory is ωB97M-V with the def2-TZVPD basis set.

Cartesian coordinates (Å):
C  1.872  -1.945  -0.270
N  -0.691  0.218  0.476
H  -0.099  0.491  -1.505
C  1.032  -1.127  -0.542
H  -0.702  -0.500  1.185
H  1.199  0.792  -0.359
C  0.329  0.154  -0.558
C  -1.640  1.190  0.498
O  -1.746  2.071  -0.330
H  -2.317  1.098  1.370
H  2.762  -2.442  0.034

The value obtained for the relative energy (zero: lowest compared OMol25 entry of this formula, charge and spin) is 2.056 eV. Its spin multiplicity is 1. The charge is 0. Its calculated total energy is -7764.471 eV. The LUMO energy comes out at 0.8 eV. As for the largest force on an atom: 0.016 Eh/bohr. Its structure (SMILES) is C#CCNC=O.



(6)
This record from OMol25 describes one molecule with the formula C4H5NO. The level of theory is ωB97M-V with the def2-TZVPD basis set.

Cartesian coordinates (Å):
O  -0.216  -1.484  -1.207
H  0.637  1.600  -0.734
C  -0.052  -0.194  0.585
C  0.093  -0.311  -1.698
H  -0.376  -0.303  2.540
H  -0.951  0.736  -0.294
C  -0.341  -1.516  0.242
N  -0.041  0.379  1.865
H  0.193  -0.200  -2.773
H  0.899  0.656  2.135
C  0.155  0.637  -0.660

The value obtained for the relative energy (zero: lowest compared OMol25 entry of this formula, charge and spin) is 4.652 eV. Its spin multiplicity is 1. The charge is 0. Its calculated total energy is -7761.875 eV. The LUMO energy (alpha / beta) comes out at 0.3 / 0.3 eV. As for the largest force on an atom: 0.024 Eh/bohr.



(7)
This record from OMol25 describes one molecule with the formula C4H5NO. The level of theory is ωB97M-V with the def2-TZVPD basis set.

Cartesian coordinates (Å):
O  -1.978  -0.552  -0.025
C  -0.399  1.263  -0.062
H  -0.644  -0.329  1.482
C  1.319  -0.040  -0.185
C  -1.050  0.007  0.504
C  1.125  -1.328  -0.315
H  -0.727  2.115  0.536
H  -0.739  1.395  -1.091
H  1.161  -1.993  0.535
N  1.095  1.167  -0.091
H  0.837  -1.706  -1.288

The value obtained for the relative energy (zero: lowest compared OMol25 entry of this formula, charge and spin) is 2.562 eV. Its spin multiplicity is 1. The charge is 0. Its calculated total energy is -7763.965 eV. The LUMO energy comes out at 1.0 eV. As for the largest force on an atom: 0.014 Eh/bohr. Its structure (SMILES) is C=C=NCC=O.



(8)
This record from OMol25 describes one molecule with the formula C4H5NO. The level of theory is ωB97M-V with the def2-TZVPD basis set.

Cartesian coordinates (Å):
H  -1.789  -0.400  -0.846
H  -1.999  -0.450  0.920
N  1.761  -1.566  -1.525
H  1.654  1.479  -0.483
H  -0.719  1.680  0.314
O  0.781  0.465  1.176
H  -0.726  -1.419  0.147
C  1.509  -0.625  -0.903
C  -0.294  0.676  0.272
C  1.101  0.584  -0.198
C  -1.261  -0.466  0.111

The value obtained for the relative energy (zero: lowest compared OMol25 entry of this formula, charge and spin) is 1.554 eV. Its spin multiplicity is 1. The charge is 0. Its calculated total energy is -7764.972 eV. The LUMO energy comes out at 0.9 eV. As for the largest force on an atom: 0.020 Eh/bohr. Its structure (SMILES) is C[C@H]1O[C@H]1C#N.



(9)
This record from OMol25 describes one molecule with the formula C4H5NO. The level of theory is ωB97M-V with the def2-TZVPD basis set.

Cartesian coordinates (Å):
H  1.215  -1.000  1.107
H  -1.784  1.577  0.661
C  -0.902  1.124  0.215
O  -1.183  0.273  -0.889
C  1.475  -0.140  -0.780
H  -1.429  -0.928  0.842
N  2.090  0.540  -1.483
C  0.678  -0.941  0.154
H  -0.035  1.775  0.105
C  -0.703  -0.321  0.301
H  0.577  -1.961  -0.233

The value obtained for the relative energy (zero: lowest compared OMol25 entry of this formula, charge and spin) is 1.614 eV. Its spin multiplicity is 1. The charge is 0. Its calculated total energy is -7764.912 eV. The LUMO energy comes out at 0.8 eV. As for the largest force on an atom: 0.021 Eh/bohr. Its structure (SMILES) is N#CC[C@H]1CO1.



(10)
This record from OMol25 describes one molecule with the formula C4H5NO. The level of theory is ωB97M-V with the def2-TZVPD basis set.

Cartesian coordinates (Å):
H  -2.205  1.300  0.018
C  -1.767  0.315  0.178
C  0.809  0.405  -0.080
H  2.889  0.499  0.305
O  1.003  -2.076  0.096
C  1.988  -0.062  0.100
H  -2.397  -0.451  -0.294
C  -0.442  0.398  -0.485
N  2.058  -1.489  0.249
H  -1.731  0.113  1.258
H  -0.190  1.050  -1.348

The value obtained for the relative energy (zero: lowest compared OMol25 entry of this formula, charge and spin) is 5.118 eV. Its spin multiplicity is 1. The charge is 0. Its calculated total energy is -7761.409 eV. The LUMO energy (alpha / beta) comes out at -0.3 / -0.3 eV. As for the largest force on an atom: 0.061 Eh/bohr. Its structure (SMILES) is CC=C=CN=O.



(11)
This record from OMol25 describes one molecule with the formula C4H5NO. The level of theory is ωB97M-V with the def2-TZVPD basis set.

Cartesian coordinates (Å):
C  -0.563  -0.502  -1.450
C  -0.115  -0.242  0.998
C  2.002  1.050  1.172
H  -2.048  -0.223  0.095
H  -1.202  -1.299  -1.882
N  1.034  0.301  1.088
O  0.447  -0.146  -2.004
H  -0.406  -0.977  1.739
C  -1.034  0.108  -0.140
H  2.925  0.736  0.675
H  -1.040  1.194  -0.291

The value obtained for the relative energy (zero: lowest compared OMol25 entry of this formula, charge and spin) is 3.050 eV. Its spin multiplicity is 1. The charge is 0. Its calculated total energy is -7763.476 eV. The LUMO energy comes out at 0.6 eV. As for the largest force on an atom: 0.011 Eh/bohr.



(12)
This record from OMol25 describes one molecule with the formula C4H5NO. The level of theory is ωB97M-V with the def2-TZVPD basis set.

Cartesian coordinates (Å):
N  -0.184  0.658  -2.540
C  0.898  0.214  0.280
C  -0.248  0.432  1.206
C  -0.513  -0.140  -0.159
H  1.243  1.180  -0.093
O  -0.901  -1.487  -0.098
H  -0.524  -0.300  1.949
H  1.645  -0.561  0.218
H  -0.356  1.462  1.542
H  -0.478  -1.947  -0.842
C  -0.582  0.490  -1.462

The value obtained for the relative energy (zero: lowest compared OMol25 entry of this formula, charge and spin) is 2.317 eV. Its spin multiplicity is 1. The charge is 0. Its calculated total energy is -7764.210 eV. The LUMO energy comes out at 0.8 eV. As for the largest force on an atom: 0.026 Eh/bohr. Its structure (SMILES) is N#CC1(O)CC1.



(13)
This record from OMol25 describes C4H5NO as an isolated structure. The level of theory is ωB97M-V with the def2-TZVPD basis set.

Cartesian coordinates (Å):
C  -1.476  0.648  -0.150
H  0.555  -1.771  -0.572
O  -0.896  -0.609  0.196
H  -2.364  0.768  0.468
C  0.684  -0.686  -0.453
C  1.934  -0.480  0.272
H  -0.239  1.010  1.550
N  2.922  -0.384  0.870
H  -1.643  0.808  -1.217
C  -0.174  0.897  0.461
H  0.698  -0.199  -1.425

The value obtained for the relative energy (zero: lowest compared OMol25 entry of this formula, charge and spin) is 6.602 eV. Its spin multiplicity is 1. The charge is 0. Its calculated total energy is -7759.924 eV. The LUMO energy comes out at 0.3 eV. As for the largest force on an atom: 0.021 Eh/bohr.



(14)
This record from OMol25 describes one molecule with the formula C4H5NO. The level of theory is ωB97M-V with the def2-TZVPD basis set.

Cartesian coordinates (Å):
H  1.063  1.281  1.400
O  0.920  -2.200  -0.910
C  0.657  -0.424  0.606
H  -1.001  -1.178  -2.161
H  1.515  -0.818  1.142
C  -0.967  1.565  1.076
H  -1.224  0.128  -1.045
N  -0.644  -0.615  -1.405
C  0.171  0.794  0.984
C  0.318  -1.180  -0.622
H  -0.808  2.648  0.935

The value obtained for the relative energy (zero: lowest compared OMol25 entry of this formula, charge and spin) is 4.197 eV. Its spin multiplicity is 1. The charge is 0. Its calculated total energy is -7762.330 eV. The LUMO energy (alpha / beta) comes out at -1.3 / -1.7 eV. As for the largest force on an atom: 0.029 Eh/bohr.



(15)
This record from OMol25 describes one molecule with the formula C4H5NO. The level of theory is ωB97M-V with the def2-TZVPD basis set.

Cartesian coordinates (Å):
O  -1.591  1.331  -0.805
H  0.886  0.391  1.595
C  -0.434  -0.563  0.139
H  -2.443  -0.493  -0.803
C  0.715  0.388  0.515
H  -0.100  -1.366  -0.531
H  -0.842  -1.070  1.022
N  2.973  -0.227  -0.667
C  1.979  0.050  -0.143
C  -1.579  0.153  -0.546
H  0.435  1.407  0.225

The value obtained for the relative energy (zero: lowest compared OMol25 entry of this formula, charge and spin) is 0.674 eV. Its spin multiplicity is 1. The charge is 0. Its calculated total energy is -7765.852 eV. The LUMO energy comes out at 0.7 eV. As for the largest force on an atom: 0.023 Eh/bohr. Its structure (SMILES) is N#CCCC=O.



(16)
This record from OMol25 describes C4H5NO as an isolated structure. The level of theory is ωB97M-V with the def2-TZVPD basis set.

Cartesian coordinates (Å):
H  -1.458  0.059  1.305
C  1.911  0.076  0.278
N  1.614  -1.256  0.053
C  -0.224  0.266  -0.464
C  0.887  0.947  0.007
O  0.453  -1.458  -0.334
C  -1.563  0.222  0.230
H  2.923  0.284  0.607
H  -0.287  0.248  -1.558
H  -2.184  -0.568  -0.200
H  -2.073  1.179  0.077

The value obtained for the relative energy (zero: lowest compared OMol25 entry of this formula, charge and spin) is 4.851 eV. Its spin multiplicity is 1. The charge is 0. Its calculated total energy is -7761.675 eV. The LUMO energy comes out at -0.8 eV. As for the largest force on an atom: 0.006 Eh/bohr.



(17)
This record from OMol25 describes one molecule with the formula C4H5NO. The level of theory is ωB97M-V with the def2-TZVPD basis set.

Cartesian coordinates (Å):
C  0.175  0.652  -0.573
C  -0.043  -0.421  -1.440
C  0.107  0.555  0.808
O  0.650  1.513  1.520
C  -0.213  -1.394  -2.137
N  -0.446  -0.441  1.512
H  1.013  1.971  0.603
H  -0.142  -0.596  2.461
H  0.031  1.628  -0.975
H  -0.786  -1.231  0.994
H  -0.346  -2.235  -2.774

The value obtained for the relative energy (zero: lowest compared OMol25 entry of this formula, charge and spin) is 2.772 eV. Its spin multiplicity is 1. The charge is 0. Its calculated total energy is -7763.754 eV. The LUMO energy comes out at 0.8 eV. As for the largest force on an atom: 0.081 Eh/bohr. Its structure (SMILES) is C#C/C=C(\N)O.



(18)
This record from OMol25 describes one molecule with the formula C4H5NO2. The level of theory is ωB97M-V with the def2-TZVPD basis set.

Cartesian coordinates (Å):
H  1.830  0.580  1.900
H  -1.103  0.313  0.397
H  1.561  2.252  1.635
C  -1.097  -0.451  -0.369
O  0.127  -0.977  -0.728
H  -3.174  -0.470  -0.582
C  1.122  1.104  0.038
C  -2.223  -0.884  -0.911
N  1.508  1.308  1.264
H  -2.159  -1.654  -1.669
C  1.265  -0.308  -0.390
O  2.344  -0.812  -0.584

The value obtained for the relative energy (zero: lowest compared OMol25 entry of this formula, charge and spin) is 2.900 eV. Its spin multiplicity is 1. The charge is 0. Its calculated total energy is -9811.414 eV. The LUMO energy comes out at 0.5 eV. As for the largest force on an atom: 0.011 Eh/bohr.



(19)
This record from OMol25 describes C4H5NO2 as an isolated structure. The level of theory is ωB97M-V with the def2-TZVPD basis set.

Cartesian coordinates (Å):
C  0.140  0.459  -0.136
H  0.878  2.157  -1.146
O  -1.516  -2.110  1.083
C  0.999  -0.550  -0.484
C  -0.573  -1.301  0.617
C  0.118  1.916  -0.407
H  1.810  -0.540  -1.187
H  -1.233  -3.021  0.926
O  -0.665  -0.013  0.922
H  0.329  2.487  0.498
N  0.573  -1.709  0.095
H  -0.859  2.223  -0.779

The value obtained for the relative energy (zero: lowest compared OMol25 entry of this formula, charge and spin) is 1.418 eV. Its spin multiplicity is 1. The charge is 0. Its calculated total energy is -9812.897 eV. The LUMO energy comes out at 0.7 eV. As for the largest force on an atom: 0.089 Eh/bohr.



(20)
This record from OMol25 describes one molecule with the formula C4H5NO2. The level of theory is ωB97M-V with the def2-TZVPD basis set.

Cartesian coordinates (Å):
O  -0.298  -0.718  1.614
H  0.051  -2.268  0.112
H  1.767  -0.485  1.176
H  -0.660  1.220  -1.689
C  0.774  -0.239  0.811
C  0.537  1.078  0.090
C  -0.170  -1.218  0.285
H  0.320  1.906  0.775
N  -0.601  0.802  -0.775
C  -1.092  -0.484  -0.667
O  -2.060  -0.926  -1.242
H  1.431  1.330  -0.490

The value obtained for the relative energy (zero: lowest compared OMol25 entry of this formula, charge and spin) is 1.338 eV. Its spin multiplicity is 1. The charge is 0. Its calculated total energy is -9812.977 eV. The LUMO energy comes out at 0.8 eV. As for the largest force on an atom: 0.010 Eh/bohr. Its structure (SMILES) is O=C1NC[C@H]2O[C@@H]12.